# 1
{"formula": "C14H51N21O11", "method": "the ωB97M-V functional and the def2-TZVPD basis", "symbols": ["O", "O", "O", "O", "O", "O", "O", "O", "O", "O", "O", "N", "N", "N", "N", "N", "N", "N", "N", "N", "N", "N", "N", "N", "N", "N", "N", "N", "N", "N", "N", "N", "C", "C", "C", "C", "C", "C", "C", "C", "C", "C", "C", "C", "C", "C", "H", "H", "H", "H", "H", "H", "H", "H", "H", "H", "H", "H", "H", "H", "H", "H", "H", "H", "H", "H", "H", "H", "H", "H", "H", "H", "H", "H", "H", "H", "H", "H", "H", "H", "H", "H", "H", "H", "H", "H", "H", "H", "H", "H", "H", "H", "H", "H", "H", "H", "H"], "xyz": [[7.7941, -2.5276, -0.8459], [-6.3002, 1.4956, 1.1623], [-4.4213, -2.8199, 1.7181], [0.1038, 2.9743, -7.4972], [3.1382, -3.2098, 0.0180], [1.8601, 0.3046, 0.0601], [8.0851, 1.6254, 3.6263], [-1.0242, -0.9819, 2.5159], [0.9643, 1.0518, 5.9332], [-1.2970, -2.1266, -2.1144], [-4.4743, 2.6970, -3.3665], [0.5875, -2.5546, 2.0553], [-4.7205, 3.1680, 1.2614], [0.4796, 1.9559, -5.5173], [5.9133, 1.9195, 3.0575], [-1.5873, 2.8501, -5.9681], [7.3364, 3.6804, 3.0141], [-0.5386, 0.6177, -1.5678], [-5.9675, -1.2225, 1.1285], [6.1741, -4.0943, -0.4299], [5.6812, -1.8989, -0.3020], [-2.3280, 2.9899, -2.7221], [-3.0243, 0.9637, -3.4542], [0.9309, 2.4100, 4.1014], [2.8946, 1.7117, 4.9105], [1.6126, -2.2389, -1.4033], [-5.7706, 2.6732, -0.6831], [-3.9606, -0.5924, 1.9109], [-3.3906, -1.6874, -1.3040], [-1.5763, -3.1659, 2.2036], [1.6874, -4.4882, -1.1424], [-3.0031, -3.6662, -2.2576], [-0.4600, 1.0607, -0.1874], [-1.8661, 0.8903, 0.4465], [-4.7619, -1.6427, 1.5468], [-0.3146, 2.6289, -6.3965], [-5.6728, 2.4200, 0.6380], [1.5231, 1.6916, 5.0596], [6.6412, -2.8315, -0.5527], [7.1700, 2.3598, 3.2620], [-2.4758, -2.4769, -1.9067], [-0.6874, -2.1500, 2.3206], [0.5446, 0.2325, 0.6369], [-3.3451, 2.2372, -3.2067], [2.1857, -3.2695, -0.7614], [2.8951, -0.1582, 0.9688], [-1.6860, 2.4024, -2.2002], [5.2218, 2.5355, 2.6781], [3.3993, 1.2837, 5.6686], [0.1533, 1.4954, -4.6896], [4.7753, -2.2609, -0.0318], [-2.6543, 1.1298, -0.2678], [-4.1912, -2.1502, -0.9065], [5.7939, 0.9309, 3.2066], [0.7765, -2.2743, -1.9666], [6.7349, -4.8025, -0.8702], [-2.1191, 3.6207, -6.3219], [-3.1183, -0.8067, 2.4261], [0.1679, -0.7936, 0.5676], [3.4170, 2.1087, 4.1557], [-4.2053, 0.3389, 1.6298], [-0.7252, -0.4069, -1.5945], [0.6941, 0.5816, 1.6599], [-1.6426, 2.3570, -5.0954], [1.7794, -1.2802, -1.0945], [6.5275, 4.2098, 2.7490], [0.8299, -3.4615, 2.4122], [5.7677, -0.9309, -0.5422], [-2.5734, -4.3173, -2.8931], [-2.0241, 1.5165, 1.3243], [-1.9324, -0.1487, 0.7649], [-2.5578, -2.8987, 2.2288], [-6.5920, 2.2639, -1.0986], [-0.1969, 2.1216, -0.1535], [-1.3228, -4.1122, 1.9990], [-6.7376, -1.8661, 1.1822], [-3.7557, 0.3735, -3.8116], [-2.4783, 3.9622, -2.5304], [-6.1141, -0.2181, 1.0625], [1.4107, 1.8458, -5.8821], [1.2842, -1.8417, 1.9253], [0.2933, 0.7874, -2.1217], [-0.0462, 2.1727, 4.0052], [-3.1782, -0.7403, -1.0811], [5.1851, -4.2126, -0.2825], [1.5107, 2.6923, 3.3342], [8.1421, 4.1397, 3.3990], [3.7574, -0.2363, 0.3103], [-2.1303, 0.5417, -3.2610], [-3.9873, -3.8665, -2.2051], [-5.3600, 3.4841, -1.1111], [3.1559, 0.4543, 1.8320], [-4.7585, 3.0735, 2.2637], [2.7292, -1.2022, 1.2386], [1.2655, -4.5397, -2.0520], [-3.9192, 3.4449, 0.7264], [1.9993, -5.3063, -0.6537]], "forces_ev_per_angstrom": [[-0.515, -0.542, -0.074], [-0.081, 1.005, 0.421], [-0.209, 0.339, -0.326], [0.058, 0.116, 0.686], [-0.436, 0.402, 0.532], [0.350, 0.179, 0.627], [-0.814, 0.531, -0.092], [-0.091, -0.468, 0.398], [0.071, 0.550, -0.254], [-0.952, -0.549, -0.221], [0.179, -0.186, -0.431], [0.291, 0.141, 0.197], [-0.717, -0.232, 0.761], [0.559, 0.025, -0.224], [-0.630, -0.612, 0.138], [1.228, -1.238, 0.361], [-0.063, 0.601, -0.219], [-0.265, -0.704, -0.547], [-0.424, -0.439, -0.919], [0.108, -0.731, 0.123], [-0.895, -0.122, 0.570], [0.996, -0.612, 0.231], [-0.122, -1.504, -0.614], [-1.507, 0.507, -0.443], [0.282, -0.622, 1.149], [0.055, 1.741, -0.022], [-0.667, -0.231, -0.039], [0.017, -0.877, -0.153], [-0.198, -0.374, -0.143], [-0.681, 0.772, 0.590], [-0.325, 0.237, 0.037], [-0.198, -1.655, -0.704], [-0.185, 0.374, 0.834], [0.887, -0.164, -0.287], [0.372, 0.424, 1.641], [-0.142, 0.759, -1.984], [0.499, -0.650, -0.984], [1.483, -1.108, 0.543], [1.122, 1.583, -0.431], [1.926, -0.669, 0.536], [0.630, 0.743, -0.016], [-0.436, -0.542, -0.479], [0.509, 0.574, -0.654], [-1.628, 1.396, 0.425], [0.225, -1.058, -0.767], [-0.022, -0.562, -1.787], [0.550, 0.615, 0.127], [-0.235, -0.357, -0.132], [0.166, 0.022, -0.191], [0.172, 0.013, 0.029], [-0.085, 0.445, -0.251], [0.023, 0.067, -0.193], [-0.134, 0.456, 0.166], [-0.366, 0.118, -0.296], [-0.184, -0.826, 0.255], [-0.150, -0.110, 0.193], [-0.238, -0.129, 0.239], [0.264, 0.380, -0.310], [0.319, 0.186, 0.205], [-0.112, 0.174, 0.041], [0.024, 0.107, 0.363], [0.066, 0.778, -0.119], [-0.785, -0.183, 0.130], [-1.641, 0.958, 0.399], [0.503, -0.404, 0.127], [0.215, 0.413, 0.139], [0.495, 0.043, -0.231], [0.512, -0.100, -0.010], [0.728, 0.387, 0.208], [0.203, -0.060, 0.118], [-0.339, 0.252, -0.128], [-0.132, -0.605, -0.006], [0.294, 0.017, -0.428], [0.233, 0.003, -0.178], [0.078, 0.035, -0.178], [0.058, 0.043, -0.214], [-0.012, 0.062, 0.049], [-0.102, -0.086, 0.191], [-0.506, -0.282, 0.197], [-0.004, -0.448, 0.369], [0.047, -0.360, 0.600], [0.294, 0.027, 0.425], [0.124, 0.319, -0.508], [0.149, 0.259, 0.348], [0.018, -0.316, -0.201], [-0.504, 0.101, -0.323], [-0.024, -0.014, -0.131], [0.240, 0.273, 0.223], [0.036, 0.243, 0.244], [-0.068, 0.511, 0.300], [-0.130, -0.024, -0.151], [-0.588, 0.323, -0.003], [0.767, 0.111, -0.057], [-0.052, 0.163, 0.293], [-0.182, -0.382, 0.155], [0.144, 0.265, 0.388], [0.202, -0.026, -0.269]], "mulliken_charge": [-0.68, -0.82, -0.79, -0.65, -0.82, -0.60, -0.63, -0.72, -0.63, -0.82, -0.71, -0.14, -0.34, -0.30, -0.27, -0.32, -0.38, 0.33, -0.26, -0.37, -0.18, -0.18, 0.00, -0.42, -0.30, -0.15, -0.25, -0.15, -0.06, -0.30, -0.45, -0.42, -0.29, -0.66, 0.64, 0.37, 0.53, 0.61, 0.45, 0.56, 0.46, 0.58, -0.70, 0.04, 0.67, -0.26, 0.27, 0.15, 0.19, 0.21, 0.29, 0.35, 0.28, 0.15, 0.17, 0.22, 0.22, 0.07, -0.06, 0.11, 0.06, -0.43, 0.87, 0.33, 0.24, 0.17, 0.28, 0.14, 0.25, 0.47, -0.04, 0.16, 0.18, 0.41, 0.16, 0.24, 0.18, 0.20, 0.23, 0.18, 0.02, 0.25, 0.26, -0.11, 0.28, 0.23, 0.23, 0.21, 0.18, 0.15, 0.18, 0.16, 0.27, 0.01, 0.18, 0.20, 0.23], "orbital_gap_ha": 0.331, "smiles": "COC[C@H](C)N.NC(N)=O.NC(N)=O.NC(N)=O.NC(N)=O.NC(N)=O.NC(N)=O.NC(N)=O.NC(N)=O.NC(N)=O.NC(N)=O"}

***

# 2
{"formula": "C14H51N7O10", "method": "the ωB97M-V functional and the def2-TZVPD basis", "symbols": ["O", "O", "O", "O", "O", "O", "O", "O", "O", "O", "N", "N", "N", "N", "N", "N", "N", "C", "C", "C", "C", "C", "C", "C", "C", "C", "C", "C", "C", "C", "C", "H", "H", "H", "H", "H", "H", "H", "H", "H", "H", "H", "H", "H", "H", "H", "H", "H", "H", "H", "H", "H", "H", "H", "H", "H", "H", "H", "H", "H", "H", "H", "H", "H", "H", "H", "H", "H", "H", "H", "H", "H", "H", "H", "H", "H", "H", "H", "H", "H", "H", "H"], "xyz": [[5.5382, 3.7474, 0.4664], [1.6065, 1.8746, 1.0555], [-1.2185, 1.3764, 3.9552], [1.9932, -6.9223, 3.8492], [4.0479, 0.3874, 3.3064], [-3.0830, -3.0589, -0.2477], [2.7919, 0.1269, -2.8872], [-1.5278, 3.3671, -1.3140], [1.5146, 6.2283, 0.5137], [5.7650, 0.0896, -0.1242], [1.4938, 8.4253, 0.6217], [2.9943, -1.3620, -4.5204], [-0.0778, 7.4412, -0.2821], [-5.6408, -4.6235, 1.9213], [0.3255, -5.2204, 2.1993], [0.0767, 4.2986, -3.4471], [2.0857, 0.5629, -5.0188], [-2.0066, 3.2922, -2.6609], [1.7756, -5.0358, 2.2577], [-5.7718, -4.9404, -0.5059], [1.0324, 7.2923, 0.2948], [-1.6155, 4.2007, -5.0732], [-2.3876, -1.9027, -0.1198], [2.6181, -0.2395, -4.0369], [-2.4781, 3.8694, -0.4107], [1.4227, -7.1552, 5.1338], [-1.3591, 4.3767, -3.5446], [2.3810, -5.5389, 3.6601], [-4.2853, -3.0158, 0.4614], [2.1777, -3.5788, 1.8595], [-4.9717, -4.4465, 0.6410], [2.0261, 0.1741, -5.9491], [5.9672, 1.0194, -0.0194], [-2.6975, 4.2546, -5.1939], [0.9968, -8.1541, 5.2281], [0.3927, 4.4239, -2.4960], [-3.2638, 3.1163, -0.3500], [-2.9495, 4.7765, -0.7892], [0.6891, -6.3780, 5.3479], [-0.1180, -4.8619, 1.3657], [0.4839, 5.1436, -3.8216], [-6.3659, -5.8164, -0.2458], [3.2669, -3.5406, 1.8729], [1.3293, 9.1765, -0.0330], [5.0977, 0.0649, -0.8100], [5.6388, 4.6668, 0.2198], [-6.5207, -4.1586, -0.6327], [-4.0596, -5.0333, 0.7495], [2.2134, -7.0133, 5.8705], [2.2415, -5.7170, 1.5458], [-3.0779, 3.2182, -2.8477], [4.6972, 0.2046, 2.6272], [-0.5123, 1.5304, 3.3278], [-2.1314, 3.9458, 0.6199], [2.9591, -1.4871, -5.5220], [2.1774, 8.6502, 1.3304], [4.8797, 3.7558, 1.1610], [-5.2047, -4.9360, -1.4368], [1.7764, 1.4892, -4.7611], [-0.6203, 6.6317, -0.5473], [-1.6532, 2.3391, -3.0543], [-4.0317, -2.7616, 1.4906], [1.6504, -2.8850, 2.5143], [1.7993, -3.2457, 0.8931], [-1.6578, 5.3905, -3.2783], [-1.2965, 3.2258, -5.4419], [3.3233, 0.8039, 2.8398], [-5.4060, -3.8386, 2.5120], [-3.0143, -1.0688, -0.4360], [3.4561, -5.3608, 3.6378], [1.5692, 2.8291, 1.1162], [0.3161, -6.2297, 2.2361], [1.4084, 1.6845, 0.1385], [-5.1415, -5.4232, 2.2837], [-0.4535, 8.3783, -0.3096], [-1.5613, -1.7030, -0.8020], [-2.0925, -1.6275, 0.8928], [3.7144, -1.8339, -3.9923], [-4.9876, -2.2491, 0.1342], [-1.1913, 4.9630, -5.7267], [1.8850, -4.8917, 4.3834], [-1.1635, 0.4417, 4.1538]], "forces_ev_per_angstrom": [[0.179, -0.260, -0.094], [0.041, -0.188, 0.440], [-0.236, 0.169, 0.090], [0.138, 0.719, -0.261], [0.042, 0.001, 0.379], [-0.389, -1.998, -0.859], [-0.137, 0.011, 0.437], [0.057, 0.309, -0.508], [1.781, -3.421, 1.073], [0.141, -0.266, 0.252], [3.746, 7.321, 1.909], [1.806, -4.800, -1.395], [-6.540, 0.373, -3.815], [-0.298, 0.239, -0.035], [0.754, -0.436, 1.290], [1.494, 0.130, 0.859], [-0.386, 0.315, 0.275], [1.208, -0.178, -0.918], [0.904, 0.575, -0.352], [-1.143, 1.326, -0.295], [1.392, -3.355, 0.991], [-1.483, -0.303, 0.890], [0.168, 3.087, -0.325], [-0.920, 4.589, 0.766], [-1.147, -0.835, -0.153], [0.700, 0.871, 0.036], [0.424, 0.111, -1.375], [-2.057, 0.642, -1.732], [-1.141, -1.273, 1.573], [-0.556, -1.120, 0.770], [3.005, 0.661, -0.293], [-0.294, 0.772, 0.208], [0.058, 0.391, 0.011], [-0.201, -0.026, -0.399], [0.095, 0.103, -0.368], [-0.194, -0.627, 0.673], [-0.488, 0.011, 0.095], [0.134, 0.373, 0.240], [-0.413, -0.189, -0.014], [0.300, -0.173, -0.202], [-0.040, 0.097, -0.823], [0.540, -0.335, -0.340], [-0.106, 0.629, 0.138], [0.044, 0.098, 0.459], [-0.314, 0.000, -0.225], [0.027, 0.202, -0.108], [-0.432, 0.062, -0.317], [0.277, -0.333, -0.545], [0.049, -0.291, 0.352], [0.279, -0.050, -0.365], [-0.344, 0.512, 0.784], [0.187, -0.108, -0.302], [0.265, 0.055, -0.240], [0.641, 0.332, -0.342], [0.290, -0.329, 0.392], [0.081, -0.784, -0.378], [-0.219, -0.053, 0.192], [-0.004, -0.614, 0.082], [-0.093, -0.241, -0.315], [0.087, 0.323, -0.111], [0.344, -0.141, 0.032], [0.055, 0.331, 0.352], [0.618, 0.131, 0.564], [0.181, -0.651, -0.388], [-0.706, 0.084, 0.298], [0.154, -0.031, 0.232], [-0.281, 0.109, -0.260], [-0.115, -0.011, 0.341], [-0.568, 0.442, 0.130], [0.072, -0.387, 0.213], [-0.015, 0.363, -0.023], [-1.202, -0.222, -0.173], [-0.010, -0.130, -0.333], [-0.467, -0.028, 0.759], [-0.588, -0.681, -0.140], [0.365, -1.260, 0.015], [0.213, -0.448, 0.353], [-0.259, -0.254, -0.225], [-0.019, 0.156, -0.584], [0.238, 0.145, 0.432], [0.212, -0.117, 0.474], [0.020, -0.227, 0.076]], "mulliken_charge": [-0.60, -0.57, -0.63, -0.35, -0.65, -0.33, -0.63, -0.20, -0.63, -0.65, -0.45, -0.38, -0.37, -0.72, -0.70, -0.64, -0.40, -0.90, 0.60, -1.29, 0.71, -1.49, -0.88, 0.62, -0.86, -0.71, 0.75, -0.74, -0.63, -1.42, 0.37, 0.13, 0.31, 0.39, 0.25, 0.20, 0.32, 0.32, 0.34, 0.19, 0.25, 0.37, 0.37, 0.18, 0.32, 0.30, 0.30, 0.22, 0.30, 0.21, 0.40, 0.33, 0.33, 0.27, 0.18, 0.21, 0.31, 0.32, 0.21, 0.20, 0.34, 0.28, 0.36, 0.37, 0.19, 0.29, 0.30, 0.27, 0.37, 0.33, 0.30, 0.26, 0.29, 0.32, 0.16, 0.34, 0.33, 0.25, 0.39, 0.38, 0.35, 0.31], "orbital_gap_ha": 0.331, "smiles": "COC[C@H](C)N.COC[C@H](C)N.COC[C@H](C)N.NC(N)=O.NC(N)=O.O.O.O.O.O"}

***

In eV, the HOMO level values for the records above are, in order, -9.287, -8.728.
In kJ/mol, the ΔE to the lowest compared entry with this formula, charge and spin values for the records above are, in order, 200.7, 404.9.